19
Properties=species:S:1:pos:R:3 method="wB97M-V/def2-TZVPD" homo_lumo_gap_ev="7.42 / 7.40" lumo_energy_ev="0.09 / 0.45" total_energy_ha=-1093.172969 e_homo_ha="-0.2694 / -0.2552"
C -3.3734 -0.0453 0.4402
H 1.1891 -1.6752 -1.2117
S 1.9898 2.5942 0.0365
S -0.7265 1.1142 0.6458
H -3.5373 -0.5966 -0.5778
C 2.1793 -0.1626 0.0229
F -2.8427 1.9504 -0.7000
H 1.1060 1.1234 -1.4076
H -0.5474 2.3825 0.5000
H 0.4638 -1.3505 0.1253
H 2.3252 -0.0339 1.0614
C -2.5258 1.1713 0.3243
H -4.4654 0.2667 0.8009
H 3.0627 -0.1070 -0.6148
H 1.8498 -2.4717 0.2767
H -2.9059 -0.8595 1.0607
H 2.1039 3.2475 -1.2046
C 1.4259 -1.5787 -0.1380
C 1.4103 1.0252 -0.4120


18
Properties=species:S:1:pos:R:3 method="wB97M-V/def2-TZVPD" charge=+1 s2=2.006 spin_multiplicity=3 homo_lumo_gap_ev="8.72 / 5.71" lumo_energy_ev="-2.87 / -7.81" total_energy_ha=-549.160579 e_homo_ha="-0.4259 / -0.4968"
H 0.3257 -3.7476 -0.3157
H -0.6325 1.2321 1.5504
H -0.2761 -0.2308 2.3477
C 0.1102 0.4061 1.5442
N 0.3692 -2.7277 -0.4935
H 0.5862 -2.4013 -1.4277
H -0.4977 -2.3118 1.2802
C 0.2335 -0.5069 0.3152
I -3.0513 0.1526 -0.5844
C 0.6508 0.1433 -0.7762
H 1.0048 -0.3705 -1.6525
H -0.1704 2.0445 -0.5527
H 1.0885 0.7444 1.7947
H -4.2219 -0.2038 -1.7045
H 1.4521 2.0349 -1.4400
C 0.0794 -1.8951 0.4729
C 0.7779 1.5879 -0.6289
H 1.2362 1.6688 0.3127